Molecular formula: C41H75F3O24
Method: DFT, the ωB97M-V functional and the def2-TZVPD basis

Properties
Frontier orbital gap = 9.8 eV
Structure (SMILES) = O=C1OC[C@@H](F)O1.O=C1OC[C@@H](F)O1.O=C1OC[C@@H](F)O1.CCOC(C)=O.CCOC(C)=O.CCOC(C)=O.CCOC(C)=O.CCOC(C)=O.CCOC(C)=O.CCOC(C)=O.CCOCC
E_HOMO = -9.7 eV
Net charge = 0
LUMO level = 0.07 eV

XYZ file:
```
143
Properties=species:S:1:pos:R:3:forces:R:3:lowdin_charge:R:1
O -5.7231 -7.9033 4.0224 0.961 3.324 -2.859 0.116
C -5.5184 -6.9129 3.2964 -1.224 -3.543 2.736 -0.487
O -5.3689 -6.9056 1.9544 -0.613 -1.509 1.016 0.090
C -5.0490 -5.6135 1.5742 -0.066 1.120 -1.453 -0.090
C -5.5382 -4.7578 2.7010 1.951 0.291 1.439 -0.331
F -6.7951 -4.2937 2.5858 -0.320 0.085 -0.391 0.099
O -5.4676 -5.6498 3.7787 -0.390 -0.592 0.217 0.132
H -3.9693 -5.5976 1.4255 -0.019 0.588 -0.005 0.150
H -5.5869 -5.3145 0.6745 0.182 -0.322 -0.210 0.149
H -4.8322 -3.9836 3.0015 -0.436 0.568 -0.471 0.172
O 4.9050 -7.3044 5.1158 -0.776 1.397 0.080 0.155
C 4.7321 -6.1310 4.8782 2.621 -3.744 2.258 -0.604
O 5.0997 -5.1461 5.7026 0.586 -1.511 2.683 0.104
C 4.7411 -3.9329 5.2169 0.056 1.513 -0.658 -0.110
C 4.4984 -4.2374 3.7835 -2.480 -0.036 0.312 -0.325
F 5.4684 -3.7777 3.0221 1.090 0.106 -1.338 0.121
O 4.4083 -5.6687 3.7329 -1.286 2.466 -3.134 0.192
H 3.8341 -3.5343 5.6715 0.148 0.029 0.329 0.147
H 5.5672 -3.2218 5.2219 -0.048 0.066 0.588 0.152
H 3.5331 -3.7867 3.5528 0.072 -0.287 -1.107 0.169
O -1.0436 -5.2800 6.8656 -1.390 -4.468 4.095 0.087
C -1.3324 -6.2184 7.6781 2.456 2.616 -4.314 -0.444
O -0.7504 -7.4661 7.6766 0.571 2.426 -1.025 0.081
C -1.4079 -8.2817 8.5750 -1.338 -2.041 -1.025 -0.106
C -2.3266 -7.3579 9.3343 1.532 -1.602 0.166 -0.293
F -1.6127 -7.2755 10.4910 -0.388 1.426 1.778 0.050
O -2.2684 -6.1779 8.6180 -1.246 0.943 0.590 0.161
H -1.9663 -9.0105 7.9876 -0.107 -0.216 -0.017 0.140
H -0.7258 -8.8306 9.2241 -0.010 0.357 0.002 0.147
H -3.3217 -7.7316 9.5754 -0.081 0.579 -0.289 0.177
C -6.7778 1.6746 7.6647 -0.612 -1.052 0.667 -0.071
C -6.7110 3.1546 7.7728 -0.304 1.141 -1.460 -0.237
O -5.5005 3.6146 8.3620 0.225 -0.435 1.017 -0.003
C -4.4577 4.0548 7.6674 1.270 1.081 -1.454 -0.525
C -3.1801 4.2020 8.4983 -0.680 -0.122 0.518 0.018
O -4.4717 4.4075 6.5033 -0.541 -0.701 0.745 0.084
H -5.8746 1.1572 7.3413 0.137 0.369 0.045 0.087
H -7.5657 1.3911 6.9670 -0.051 0.089 -0.066 0.081
H -7.0920 1.2919 8.6357 0.264 -0.415 0.019 0.077
H -6.8670 3.5765 6.7799 0.513 0.316 -0.074 0.117
H -7.5328 3.5671 8.3580 0.180 -0.174 0.311 0.127
H -3.4762 4.3484 9.5370 0.184 0.116 0.045 0.078
H -2.5695 5.0331 8.1451 -0.323 -0.025 -0.087 0.084
H -2.5464 3.3153 8.4813 -0.260 -0.192 -0.227 0.084
C 7.6209 -0.1054 10.6837 -0.710 0.631 0.941 -0.065
C 7.6900 0.9444 9.5816 -0.299 -0.545 -1.765 -0.217
O 6.8203 2.0710 9.7717 -1.526 0.778 0.505 -0.035
C 5.7808 2.4408 8.9518 -0.010 -0.614 -2.452 -0.465
C 5.0891 3.7415 9.3723 0.353 -0.582 0.467 0.012
O 5.4745 1.9004 7.8839 0.981 0.402 2.463 0.061
H 7.7874 0.3626 11.6539 0.478 -0.045 0.060 0.073
H 8.2366 -0.9990 10.5812 0.465 0.467 -0.363 0.078
H 6.6217 -0.5208 10.8138 -0.316 0.202 -0.502 0.075
H 8.6503 1.4182 9.3777 0.286 -0.359 0.608 0.124
H 7.4272 0.4722 8.6350 -0.174 -0.027 -0.119 0.110
H 5.8307 4.5393 9.4123 0.001 -0.042 0.186 0.085
H 4.6341 3.6109 10.3541 0.197 0.124 0.132 0.082
H 4.2963 4.0367 8.6850 0.271 -0.399 -0.168 0.083
C 1.1269 0.5566 -2.1764 -0.608 0.987 -0.668 -0.067
C 1.4022 -0.4018 -1.0378 1.001 -0.742 -1.143 -0.238
O 1.2114 0.0805 0.2588 -1.157 1.086 1.655 -0.013
C 0.0128 0.0684 0.8753 -2.714 -0.793 -0.998 -0.497
C 0.0029 0.7890 2.1864 0.533 -0.320 0.727 0.011
O -1.0319 -0.4409 0.4398 2.633 0.787 0.227 0.062
H 0.0917 0.8910 -2.2442 -0.181 -0.129 0.386 0.076
H 1.3142 0.1681 -3.1775 0.144 -0.812 0.225 0.077
H 1.7212 1.4696 -2.2138 0.216 0.012 0.723 0.075
H 0.8833 -1.3486 -1.1874 -0.111 0.046 0.076 0.124
H 2.4757 -0.5808 -0.9776 0.018 -0.399 -0.561 0.124
H 0.9963 0.7562 2.6340 0.024 0.430 -0.077 0.084
H -0.6659 0.3049 2.8981 -0.112 -0.198 -0.321 0.088
H -0.3737 1.8074 2.0911 0.296 0.038 -0.255 0.094
C 4.7447 -2.4964 -10.8746 -0.467 -1.089 0.517 -0.062
C 4.6621 -3.1173 -9.4536 -0.244 1.095 -0.243 -0.216
O 3.9845 -4.3885 -9.5305 0.035 -0.364 1.146 -0.033
C 3.6435 -5.0198 -8.3532 0.123 1.479 1.948 -0.474
C 3.2917 -6.4627 -8.5753 0.069 -0.232 0.551 0.008
O 3.6174 -4.4981 -7.2214 0.329 -0.881 -3.378 0.062
H 3.7358 -2.2747 -11.2226 -0.064 0.152 0.129 0.071
H 5.1137 -3.2416 -11.5793 0.367 0.128 0.011 0.071
H 5.3320 -1.5791 -10.9163 0.084 -0.193 0.183 0.075
H 5.6238 -3.2335 -8.9541 0.163 -0.291 -0.307 0.121
H 4.1194 -2.4177 -8.8179 -0.298 -0.215 0.115 0.113
H 2.2094 -6.5856 -8.6156 -0.023 0.142 -0.596 0.091
H 3.5319 -7.0098 -7.6637 0.314 0.134 0.014 0.087
H 3.8337 -6.9085 -9.4093 -0.396 0.140 -0.091 0.087
C -1.8542 -1.8277 -11.4660 -0.095 -0.590 0.109 -0.060
C -2.3715 -3.2604 -11.7399 1.432 0.889 1.089 -0.230
O -3.6648 -3.2681 -12.3044 0.005 -0.751 0.155 0.002
C -3.7466 -3.1076 -13.6278 -0.098 1.413 -1.257 -0.552
C -5.1598 -3.1608 -14.1048 -0.370 -0.630 0.108 0.015
O -2.8450 -2.8234 -14.3834 0.299 -0.566 0.872 0.101
H -1.0201 -1.9594 -10.7768 0.413 0.236 -0.312 0.071
H -2.5709 -1.2571 -10.8755 -0.347 -0.171 -0.111 0.075
H -1.5991 -1.2229 -12.3363 0.161 -0.333 -0.028 0.073
H -1.6636 -3.9281 -12.2310 -0.067 0.505 -0.955 0.123
H -2.3410 -3.7269 -10.7553 -1.183 -0.073 0.153 0.113
H -5.2420 -2.8320 -15.1408 0.129 0.138 0.266 0.090
H -5.8155 -2.6096 -13.4308 -0.003 -0.006 -0.125 0.090
H -5.4523 -4.2102 -14.0705 -0.272 -0.063 0.041 0.089
C 4.5942 5.9180 1.0668 -0.715 0.838 1.561 -0.048
C 3.6092 6.9218 1.7422 2.082 0.531 0.489 -0.201
O 3.2817 7.9911 0.8572 -1.637 -0.122 -0.692 -0.025
C 3.8321 9.2050 0.8595 4.616 -0.163 1.536 -0.509
C 3.3397 10.0407 -0.2509 -1.266 1.042 0.285 0.008
O 4.8410 9.5276 1.5373 -3.142 -1.045 -1.218 0.049
H 4.1782 5.5883 0.1148 0.396 -0.196 0.114 0.077
H 4.7226 5.1365 1.8157 -0.395 -0.615 -0.355 0.070
H 5.6089 6.3158 1.0476 -0.209 0.422 -0.732 0.075
H 2.7305 6.4390 2.1700 -0.334 0.170 -0.735 0.118
H 4.0898 7.4277 2.5795 0.312 -0.355 0.235 0.111
H 3.4609 11.0919 0.0104 0.387 -0.078 -0.062 0.090
H 2.2602 9.9080 -0.3233 0.038 -0.261 -0.552 0.086
H 3.8636 9.8323 -1.1837 -0.145 -0.176 0.117 0.100
C -5.8671 0.7946 -2.2119 0.325 0.535 1.292 -0.065
C -6.6129 -0.4387 -2.6898 -0.772 1.113 0.277 -0.236
O -5.6394 -1.4087 -2.9890 0.408 -0.186 -1.832 -0.033
C -5.0560 -1.3527 -4.2278 -0.492 1.670 -2.651 -0.463
C -3.9789 -2.3981 -4.2654 0.280 0.726 -0.658 0.009
O -5.3447 -0.6229 -5.2274 0.448 -2.344 4.427 0.048
H -6.4356 1.6738 -1.9086 -0.598 -0.030 -0.751 0.076
H -5.0315 1.1100 -2.8367 -0.358 -0.106 -0.437 0.080
H -5.4052 0.5962 -1.2447 0.256 -0.599 0.051 0.074
H -7.2587 -0.8612 -1.9200 0.322 -0.022 0.284 0.120
H -7.3070 -0.2618 -3.5114 0.452 0.120 -0.423 0.119
H -3.3835 -2.2506 -5.1664 -0.344 -0.246 -0.175 0.086
H -4.5074 -3.3514 -4.2765 0.500 -0.199 0.240 0.094
H -3.2673 -2.2484 -3.4535 -0.413 -0.433 0.370 0.089
C -0.8831 6.4791 -2.0262 -0.050 -0.904 1.430 -0.072
C -0.7666 6.6971 -3.4667 -1.114 1.601 -1.624 -0.348
O 0.5304 6.6022 -3.8838 1.377 -0.581 0.746 -0.163
C 0.8546 7.2911 -5.0344 2.006 -0.249 -0.347 -0.280
C 2.3241 6.8253 -5.3119 -1.023 1.032 -0.946 -0.058
H -0.1236 5.7597 -1.7202 -0.322 -0.491 0.054 0.082
H -0.6600 7.3410 -1.3974 -0.162 0.320 -0.355 0.079
H -1.8951 6.1338 -1.8149 0.126 -0.133 0.390 0.082
H -1.3675 6.0965 -4.1495 -0.475 -0.714 0.446 0.126
H -1.1323 7.7015 -3.6802 -0.148 0.535 -0.091 0.116
H 0.1816 7.0671 -5.8620 -0.079 -0.260 -0.228 0.116
H 0.8047 8.3674 -4.8698 0.011 0.296 0.080 0.115
H 2.9815 7.0652 -4.4762 -0.275 -0.495 0.210 0.071
H 2.7522 7.3784 -6.1480 -0.125 0.081 -0.229 0.063
H 2.2969 5.7804 -5.6210 0.265 -0.041 0.477 0.072
```
Forces are in eV/Å.